Molecular formula: C34H60IN5O11S6
Method: DFT, wB97M-V/def2-TZVPD

Structure (XYZ):
```
117
Properties=species:S:1:pos:R:3:lowdin_charge:R:1
C -1.99 -1.76 0.86 -0.07
N -2.38 -2.31 -0.46 -0.12
C -3.37 -3.38 -0.19 -0.07
C -1.29 -2.76 -1.22 -0.46
O -1.23 -3.87 -1.73 0.09
C -0.13 -1.77 -1.47 -0.04
C 1.22 -2.43 -1.77 -0.09
C 1.97 -1.97 -2.95 -0.19
C 1.40 -0.85 -3.85 -0.28
N 0.48 -1.44 -4.84 0.02
C 3.18 -2.49 -3.29 -0.55
I 4.31 -1.87 -4.99 0.90
C 3.77 -3.54 -2.50 -0.45
N 4.92 -4.13 -2.70 -0.23
S 5.06 -5.22 -1.46 1.00
N 3.67 -4.92 -0.72 -0.24
C 2.99 -3.96 -1.33 -0.26
C 1.72 -3.39 -0.95 -0.10
C 1.06 -3.90 0.32 -0.12
C 1.99 -3.80 1.56 -0.17
C 1.32 -4.44 2.86 -0.24
N 0.02 -5.10 2.65 -0.02
H -1.40 -0.83 0.78 0.09
H -1.40 -2.46 1.48 0.08
H -2.88 -1.50 1.43 0.09
H -3.96 -3.19 0.71 0.09
H -4.10 -3.38 -1.01 0.09
H -2.91 -4.37 -0.05 0.09
H 0.04 -1.07 -0.63 0.12
H -0.45 -1.12 -2.30 0.09
H 2.20 -0.26 -4.31 0.04
H 0.87 -0.15 -3.18 0.10
H -0.28 -1.86 -4.30 0.06
H 0.94 -2.25 -5.26 0.06
H 0.14 -3.38 0.59 0.07
H 0.85 -4.97 0.15 0.13
H 2.19 -2.75 1.82 0.08
H 2.93 -4.34 1.42 0.07
H 1.15 -3.64 3.60 0.10
H 1.99 -5.21 3.27 0.10
H -0.71 -4.45 2.39 0.04
H 0.07 -5.89 2.02 0.06
C -4.10 -0.72 -4.62 -0.22
C -5.36 0.05 -5.03 -0.21
C -6.22 0.23 -3.77 -0.21
S -5.08 0.23 -2.38 0.67
O -5.34 -0.93 -1.58 -0.32
O -5.03 1.56 -1.82 -0.33
C -3.60 -0.05 -3.34 -0.23
H -3.34 -0.71 -5.40 0.12
H -4.35 -1.77 -4.41 0.12
H -5.07 1.03 -5.42 0.12
H -5.91 -0.47 -5.81 0.11
H -6.77 1.17 -3.79 0.10
H -6.91 -0.61 -3.64 0.11
H -2.91 -0.67 -2.77 0.08
H -3.15 0.92 -3.55 0.11
C 7.29 -1.65 0.87 -0.21
C 7.68 -1.24 2.30 -0.22
C 6.39 -1.17 3.12 -0.21
S 5.25 -2.32 2.37 0.66
O 4.14 -1.58 1.81 -0.33
O 5.05 -3.45 3.24 -0.32
C 6.32 -2.81 1.03 -0.24
H 8.16 -1.93 0.28 0.12
H 6.80 -0.81 0.37 0.12
H 8.34 -1.99 2.73 0.08
H 8.21 -0.29 2.32 0.12
H 6.55 -1.45 4.16 0.09
H 5.94 -0.17 3.08 0.10
H 5.73 -3.00 0.13 0.06
H 6.84 -3.72 1.34 0.11
C 9.76 -5.32 6.52 -0.22
C 10.94 -5.55 5.57 -0.21
C 10.92 -4.43 4.52 -0.22
S 10.14 -3.02 5.32 0.68
O 8.89 -2.74 4.66 -0.32
O 11.12 -1.99 5.54 -0.32
C 9.80 -3.83 6.87 -0.23
H 9.83 -5.94 7.41 0.12
H 8.83 -5.56 6.01 0.12
H 11.88 -5.50 6.13 0.12
H 10.89 -6.53 5.09 0.11
H 11.92 -4.15 4.20 0.10
H 10.31 -4.70 3.66 0.10
H 8.86 -3.47 7.28 0.11
H 10.62 -3.61 7.55 0.11
C -7.08 5.23 -0.32 -0.22
C -8.51 5.17 0.22 -0.21
C -9.45 5.04 -0.99 -0.21
S -8.50 4.20 -2.26 0.66
O -8.31 5.11 -3.37 -0.33
O -9.03 2.87 -2.46 -0.33
C -6.98 4.10 -1.34 -0.24
H -6.34 5.11 0.48 0.12
H -6.90 6.19 -0.80 0.08
H -8.63 4.31 0.87 0.12
H -8.75 6.06 0.81 0.11
H -10.33 4.45 -0.75 0.10
H -9.74 6.02 -1.37 0.11
H -6.13 4.21 -2.02 0.10
H -6.95 3.12 -0.86 0.10
C -4.77 10.20 -2.01 -0.22
C -4.42 10.59 -0.57 -0.22
C -5.74 10.65 0.22 -0.22
S -6.85 9.49 -0.59 0.67
O -7.95 10.23 -1.16 -0.31
O -7.07 8.36 0.27 -0.33
C -5.73 9.02 -1.90 -0.23
H -3.88 9.93 -2.58 0.12
H -5.25 11.03 -2.52 0.12
H -3.76 9.84 -0.14 0.12
H -3.90 11.55 -0.53 0.11
H -5.60 10.35 1.25 0.10
H -6.19 11.64 0.17 0.10
H -6.30 8.84 -2.82 0.11
H -5.22 8.11 -1.59 0.11
```

HOMO ... -8.429 eV
LUMO ... -0.5 eV
Orbital gap ... 7.91 eV